Formula: C44H67B3N8O3S2
Source: the OMol25 dataset
Level of theory: wB97M-V/def2-TZVPD

```
! RIJCOSX wB97M-V def2-TZVPD def2/J DEFGRID3
* xyz 0 1
S 1.53555 -2.08569 0.89121
C 1.10271 -2.60144 -0.59705
S -0.57666 -3.26461 -0.83649
C -1.69185 -2.07559 -0.05488
C -2.17501 -0.95692 -1.02904
C -1.31886 0.30881 -0.72396
B -1.43533 1.43984 -1.79855
O -2.54577 2.28712 -1.92652
B -2.05957 3.55130 -1.58619
O -0.77177 3.97801 -1.93487
B 0.11458 2.94652 -2.24821
O -0.38142 1.72701 -2.69697
N 1.94123 -2.63196 -1.72492
C 1.20003 -2.79623 -2.98191
C 1.16789 -4.06366 -3.51733
C 0.50813 -4.26120 -4.71884
C -0.10254 -3.17491 -5.30198
C -0.07488 -1.90759 -4.76646
C 0.58457 -1.71139 -3.56196
C 2.87753 -1.52539 -1.78340
C 4.16362 -1.84035 -2.16482
C 5.13510 -0.87796 -2.29944
C 4.83273 0.44875 -2.06008
C 3.55312 0.75725 -1.65645
C 2.58241 -0.20459 -1.52696
H -2.59121 -2.64784 0.21806
H -1.31183 -1.66832 0.88693
H -3.23777 -0.75446 -0.86407
H -1.97187 -1.33311 -2.03753
H -1.60687 0.66618 0.28743
H -0.28791 -0.05253 -0.60447
H -2.77856 4.28377 -0.97649
H 1.27487 3.11827 -2.07464
H 1.68650 -4.84865 -2.97413
H 0.47959 -5.25172 -5.15822
H -0.64011 -3.34076 -6.23391
H -0.56761 -1.05172 -5.21777
H 0.58267 -0.71150 -3.13923
H 4.40713 -2.87918 -2.37677
H 6.12695 -1.18420 -2.62044
H 5.59234 1.21093 -2.19355
H 3.30235 1.79162 -1.44723
H 1.58709 0.09489 -1.21953
C 3.87839 -3.67743 6.20386
C 2.98835 -3.87399 4.98364
C 3.42057 -3.02512 3.78259
C 3.36363 -1.59407 4.11794
N 3.31395 -0.47291 4.38509
H 3.83990 -2.64897 6.56651
H 3.55118 -4.31926 7.01674
H 4.91938 -3.92178 5.97479
H 1.95889 -3.63261 5.25345
H 3.00516 -4.92722 4.69436
H 2.76184 -3.21019 2.93352
H 4.43898 -3.27710 3.48217
C 2.48736 -6.68936 10.83300
C 1.73837 -7.64899 9.91494
C 2.03993 -7.41186 8.43137
C 1.64220 -6.05235 8.03586
N 1.32698 -4.98625 7.72871
H 2.19576 -5.65352 10.65302
H 2.26675 -6.91230 11.87708
H 3.56684 -6.77160 10.69006
H 0.66563 -7.54851 10.09186
H 2.01062 -8.67481 10.17048
H 1.49485 -8.12775 7.81560
H 3.10561 -7.53802 8.23275
C -6.28705 6.04194 -2.79462
C -5.10724 6.58335 -3.59163
C -4.41232 7.75812 -2.89626
C -5.34749 8.87935 -2.71435
N -6.08344 9.75675 -2.57668
H -7.06972 6.79329 -2.67309
H -6.73333 5.18868 -3.30747
H -5.96770 5.71488 -1.80536
H -5.45331 6.89270 -4.58070
H -4.38009 5.78279 -3.74292
H -3.56660 8.10348 -3.49213
H -4.03585 7.45146 -1.91883
C 4.68061 5.58009 1.16132
C 5.17799 4.14523 1.29852
C 6.04030 3.69749 0.11360
C 5.26846 3.75844 -1.13654
N 4.65130 3.80338 -2.11007
H 4.03587 5.69883 0.28888
H 4.09778 5.86515 2.03756
H 5.51543 6.27812 1.06819
H 4.32012 3.47754 1.40059
H 5.76411 4.05539 2.21475
H 6.38245 2.67238 0.26277
H 6.91926 4.33667 0.01543
C -2.11290 7.70917 1.92914
C -2.59140 6.55674 2.80546
C -2.60843 5.21369 2.06744
C -3.51501 5.27169 0.91532
N -4.21799 5.30657 0.00192
H -2.77835 7.86887 1.07916
H -2.08859 8.63693 2.50101
H -1.10745 7.52032 1.54703
H -3.59232 6.78334 3.17821
H -1.93695 6.47244 3.67501
H -2.94292 4.41843 2.73433
H -1.60684 4.95825 1.71301
C -6.23784 -1.07363 3.01551
C -5.11841 -1.98677 3.50376
C -3.89623 -1.21361 4.01096
C -3.32860 -0.38766 2.93562
N -2.88632 0.25352 2.08513
H -5.91972 -0.46955 2.16421
H -7.09579 -1.66351 2.69252
H -6.56928 -0.40042 3.80883
H -4.82005 -2.65222 2.69079
H -5.49646 -2.61671 4.31095
H -3.12933 -1.90527 4.36102
H -4.17155 -0.56515 4.84398
C 0.02884 -2.35622 -9.71599
C 0.00603 -3.56882 -10.64069
C -0.82545 -4.72812 -10.08128
C -0.27127 -5.18320 -8.79773
N 0.17266 -5.53750 -7.79425
H 0.49261 -2.59244 -8.75650
H 0.60523 -1.54692 -10.16439
H -0.98192 -1.98771 -9.52722
H 1.03045 -3.90313 -10.81651
H -0.40542 -3.27425 -11.60804
H -0.82495 -5.56599 -10.77893
H -1.86004 -4.41753 -9.92746
*
```

LUMO energy: 0.3 eV
HOMO-LUMO gap: 0.2949 Eh
HOMO level: -7.77 eV
Energy: -3251.6641 hartree

Here are the Mulliken charges for atoms 1 to 4, given in e:
1. S -0.37
2. C 0.36
3. S -0.15
4. C -0.67